## 1
{"formula": "C4H8O3", "method": "wB97M-V/def2-TZVPD", "symbols": ["C", "C", "C", "O", "C", "O", "H", "H", "H", "H", "H", "H", "O", "H", "H"], "xyz": [[1.87028, -0.38289, 0.44732], [0.79484, -1.03904, 0.01896], [0.04602, -0.68084, -1.23073], [-1.36417, -0.54266, -0.97117], [-1.79394, 0.68865, -0.69189], [-1.11453, 1.68590, -0.67282], [2.42036, -0.70625, 1.32758], [2.23993, 0.50265, -0.06623], [0.42790, -1.91211, 0.55763], [0.11004, -1.49455, -1.95813], [0.42728, 0.24194, -1.67412], [-2.87544, 0.66336, -0.50320], [-0.65994, 0.94930, 2.10584], [0.11630, 0.41151, 1.90607], [-0.64493, 1.61503, 1.40489]], "total_charge": 0, "smiles": "C=CCOC=O.O", "lumo_energy_ha": 0.0323, "homo_energy_ev": -10.6}

## 2
{"formula": "C4H8O3", "method": "wB97M-V/def2-TZVPD", "symbols": ["O", "C", "C", "O", "C", "O", "C", "H", "H", "H", "H", "H", "H", "H", "H"], "xyz": [[-2.02774, 0.20428, 0.94416], [-0.63462, 0.13205, 0.73118], [-0.09435, -1.30163, 0.59924], [0.93212, -1.26568, -0.38836], [1.06536, 0.02894, -0.89190], [2.11288, 0.65620, -0.17534], [-0.27547, 0.70660, -0.63162], [-2.20602, -0.05619, 1.85563], [-0.08368, 0.67105, 1.51439], [-0.90336, -1.96017, 0.25762], [0.31830, -1.69837, 1.53277], [1.32820, -0.05454, -1.95491], [2.25517, 1.53012, -0.56176], [-1.01936, 0.37171, -1.36347], [-0.22478, 1.79864, -0.65013]], "total_charge": 0, "smiles": "O[C@H]1CO[C@H](O)C1", "lumo_energy_ha": 0.0292, "homo_energy_ev": -10.3}

2 has the most favorable energy; the next structure is 16.8 kJ/mol above.

## 1
{"formula": "CH4BrN4", "method": "wB97M-V/def2-TZVPD", "symbols": ["H", "N", "N", "C", "N", "N", "Br", "H", "H", "H"], "xyz": [[2.31691, -2.11976, 0.21786], [1.45993, -1.59850, 0.10583], [1.41993, -0.42467, -0.25003], [-0.07046, 0.27108, -0.06097], [0.03703, 1.57528, 0.05825], [-1.11720, -0.55478, -0.10604], [-2.97744, 0.18006, 0.02482], [0.90248, 2.06464, 0.00028], [-0.75897, 2.09922, 0.45222], [-1.21223, -1.49256, -0.44221]], "total_charge": 1, "smiles": "[H]/N=N/C(=[NH2+])NBr", "lumo_energy_ha": -0.2078, "homo_energy_ev": -14.3}

## 2
{"formula": "CH4BrN4", "method": "wB97M-V/def2-TZVPD", "symbols": ["H", "N", "N", "C", "N", "N", "Br", "H", "H", "H"], "xyz": [[-2.31235, 0.89756, -1.80046], [-1.57204, 0.37059, -1.32635], [-0.93921, 1.03945, -0.55525], [0.26569, 0.11488, 0.20372], [1.06393, 0.74891, 0.99421], [0.15588, -1.14030, -0.06572], [1.13321, -2.62006, 0.65935], [1.00127, 1.75214, 1.11073], [1.76983, 0.24354, 1.52423], [-0.56622, -1.40671, -0.74445]], "total_charge": 1, "smiles": "[H]/N=N/C(=[NH2+])NBr", "lumo_energy_ha": -0.1891, "homo_energy_ev": -14.8}

2 has the most favorable energy; the next structure is 68.7 kJ/mol above.

## 1
{"formula": "C3H2N4O", "method": "wB97M-V/def2-TZVPD", "symbols": ["O", "C", "N", "C", "N", "N", "C", "N", "H", "H"], "xyz": [[-2.13110, -0.51006, 0.94497], [-1.39942, -0.29865, 0.02628], [-1.09386, 1.01811, -0.53559], [0.00335, 1.50947, -0.10404], [1.08477, 0.79606, 0.71178], [1.49212, -0.37625, 0.56576], [0.78629, -1.32178, -0.20457], [-0.43145, -1.29098, -0.44256], [0.23512, 2.65003, -0.40085], [1.45417, -2.17597, -0.56117]], "total_charge": 0, "smiles": "O=c1ncnncn1", "lumo_energy_ha": -0.0549, "homo_energy_ev": -9.4}

## 2
{"formula": "C3H2N4O", "method": "wB97M-V/def2-TZVPD", "symbols": ["O", "C", "C", "C", "N", "N", "N", "N", "H", "H"], "xyz": [[0.50131, 1.37875, -2.25622], [0.36192, 1.63736, -0.90390], [0.08080, 0.52894, -0.06529], [0.76693, -0.57219, -0.42913], [0.37726, -1.75520, 0.25046], [-0.46245, -1.62385, 1.22466], [-0.91264, -0.50374, 1.63164], [-0.86100, 0.64355, 0.89961], [0.10423, 2.66133, -0.50688], [1.63925, -0.58129, -1.09799]], "total_charge": 0, "smiles": "O=Cc1cnnnn1", "lumo_energy_ha": -0.0750, "homo_energy_ev": -10.5}

1 has the most favorable energy; the next structure is 165.8 kJ/mol above.

## 1
{"formula": "C3H2N4O", "method": "wB97M-V/def2-TZVPD", "symbols": ["O", "C", "N", "C", "N", "N", "C", "N", "H", "H"], "xyz": [[-2.31984, -0.22100, 0.85138], [-1.39532, -0.21848, 0.07284], [-0.52654, -1.25086, -0.30700], [0.77215, -1.28523, -0.20203], [1.31190, -0.48835, 0.64037], [1.20613, 0.77015, 0.70089], [0.22062, 1.36577, -0.24009], [-1.00667, 0.87644, -0.61303], [1.31010, -2.05512, -0.75120], [0.42748, 2.50667, -0.15213]], "total_charge": 0, "smiles": "O=c1ncnncn1", "lumo_energy_ha": -0.0698, "homo_energy_ev": -9.7}

## 2
{"formula": "C3H2N4O", "method": "wB97M-V/def2-TZVPD", "symbols": ["C", "N", "N", "N", "C", "N", "O", "C", "H", "H"], "xyz": [[-1.30626, 1.03843, -0.00691], [-2.02641, -0.12026, -0.06375], [-1.23707, -1.11396, -0.05228], [-0.02069, -0.61957, -0.01273], [1.25792, -1.05165, -0.00304], [2.07684, 0.01152, -0.06571], [1.28736, 1.13521, -0.04286], [0.00748, 0.73220, -0.03407], [-1.79414, 2.03514, 0.15011], [1.75498, -2.04706, 0.13124]], "total_charge": 0, "smiles": "c1nnn2cnoc12", "lumo_energy_ha": 0.0166, "homo_energy_ev": -9.7}

## 3
{"formula": "C3H2N4O", "method": "wB97M-V/def2-TZVPD", "symbols": ["O", "C", "C", "N", "N", "N", "N", "C", "H", "H"], "xyz": [[2.10180, -0.15241, 0.27090], [0.88025, -0.05974, -0.04569], [0.05897, -1.41897, -0.36109], [-1.22823, -1.53364, 0.05759], [-1.58763, -0.22971, 0.65808], [-1.48565, 0.42992, -0.30309], [-0.94063, 1.84855, -0.04610], [0.32149, 1.43560, -0.09979], [0.61173, -2.41313, -0.35691], [1.26790, 2.09353, 0.22609]], "total_charge": 0, "smiles": "O=c1cnnnnc1", "lumo_energy_ha": -0.0605, "homo_energy_ev": -10.2}

## 4
{"formula": "C3H2N4O", "method": "wB97M-V/def2-TZVPD", "symbols": ["N", "C", "C", "N", "N", "N", "C", "O", "H", "H"], "xyz": [[-3.30740, 0.03816, 0.24388], [-2.03567, 0.10919, -0.29315], [-0.56929, -0.16543, -0.20150], [-0.19453, -1.44609, -0.23504], [1.20782, -1.34530, 0.07928], [1.70794, -0.07595, 0.09756], [0.73013, 0.68448, -0.01964], [0.80199, 2.05627, -0.10925], [1.76022, -2.30178, 0.18310], [-0.10121, 2.44646, 0.25476]], "total_charge": 0, "smiles": "N#Cc1n[nH]nc1O", "lumo_energy_ha": -0.0238, "homo_energy_ev": -9.8}

2 has the most favorable energy; the next structure is 88.6 kJ/mol above.